The following is a DFT calculation (ωB97M-V/def2-TZVPD) of a molecular structure, C45H47BaN3O8S2Si.

CARTESIAN COORDINATES (ANGSTROEM)
Ba -1.42131 0.69179 0.78784
S -0.66774 2.82392 -2.12827
S 1.18461 -1.18321 2.35277
Si 3.27429 1.75978 1.64108
O -0.41602 2.17678 2.65237
O 1.58645 1.85570 1.83053
O -2.45744 -2.99016 3.36049
O -2.23254 3.46056 0.65409
O -2.65304 5.17198 2.01899
O 0.48824 4.51379 0.90623
O 0.03363 1.86868 -1.20455
O -1.82059 -0.96647 -0.70208
N 2.29696 -3.33766 1.30452
N -4.74584 -2.43792 1.76320
N 0.00557 -3.38626 1.46250
C -3.16852 1.68262 -5.05678
C 2.85110 0.32540 -0.80116
C 2.55578 2.97715 -4.54860
C -2.16348 -0.32202 -4.16621
C 1.53244 5.16021 -4.56771
C -5.84862 -5.37577 3.68187
C -1.97981 -2.28354 -0.80821
C 4.69902 -0.38596 0.55706
C -0.11882 -4.83893 1.48731
C -1.92258 4.53040 1.10797
C 0.65520 2.64247 2.30119
C 3.61461 0.46977 0.35570
C -4.67360 -3.49865 2.63701
C -5.81649 -4.28555 2.83101
C -1.58821 1.80925 -3.27314
C -3.14796 -4.24333 -0.00868
C 2.52634 4.29434 -4.99560
C -2.40408 -5.01378 -0.89313
C 5.01568 -1.36414 -0.37614
C -1.19097 -3.08701 -1.61000
C 2.40918 -4.23245 0.15717
C 4.72890 4.18001 2.01878
C -2.45538 2.44915 -4.15287
C -3.56365 -4.95863 4.23083
C 1.58523 2.51901 -3.67602
C 1.13576 -2.72451 1.64160
C 0.77730 4.15853 2.25982
C -3.02290 0.29719 -5.05707
C 3.84746 3.47975 1.19431
C 4.70672 6.04864 0.51082
C -1.42420 -4.47391 -1.70916
C -3.01808 -2.82890 0.05349
C -1.42236 0.43816 -3.26636
C -1.48377 -3.15818 4.37343
C 0.59544 3.39675 -3.25268
C -3.54079 -3.83875 3.41094
C 3.41243 4.08756 0.01235
C 0.55986 4.71234 -3.68124
C -3.76932 -1.95422 0.85056
C 3.83352 5.36338 -0.32503
C 4.24136 -1.50234 -1.51982
C 3.15834 -0.65958 -1.72810
C -0.66329 5.28666 0.72311
C 5.15905 5.45695 1.68079
C -4.70623 -5.73984 4.37223
H -1.01991 -5.07637 2.05129
H -2.57303 3.52743 -4.13096
H -0.24243 -5.25500 0.48962
H -1.94408 -3.14631 5.36659
H 2.54554 -0.77924 -2.61454
H -0.73322 5.47273 -0.34907
H 4.47861 -2.27030 -2.24641
H 5.08704 3.72724 2.93788
H -5.68480 -2.09535 1.63517
H -3.43817 4.63332 2.20819
H 1.98629 0.95347 -0.97226
H -2.68126 -5.21898 4.79841
H -4.69301 -6.60410 5.02364
H 5.84568 5.98738 2.32848
H -0.92381 -4.09278 4.26124
H 0.74983 -5.26533 1.98960
H 1.75475 4.55153 2.53936
H -2.07296 -1.40063 -4.13399
H 3.10131 -2.76935 1.50851
H -6.70095 -4.02602 2.25828
H 2.54717 -5.27356 0.45145
H 5.30056 -0.30368 1.45722
H -2.60459 -6.08178 -0.92774
H -0.86770 -2.87732 1.53999
H -0.60980 6.23527 1.26225
H -0.78907 -2.32857 4.27503
H -0.84763 -5.08695 -2.39240
H 3.26357 -3.92142 -0.44273
H 0.01295 4.53630 2.93890
H -3.88260 -4.74357 0.61173
H -3.84632 2.15867 -5.75344
H 1.51413 -4.15728 -0.46180
H 2.73453 3.56078 -0.65343
H 5.04071 7.04392 0.24380
H 1.58316 1.49625 -3.31855
H -3.59788 -0.30154 -5.75196
H 1.51451 6.18429 -4.91735
H 5.86043 -2.02112 -0.20690
H 3.83697 1.37552 2.94536
H -3.91090 -0.91477 0.57177
H -0.21900 5.38187 -3.33436
H -6.76241 -5.94932 3.78186
H -0.78051 -0.04652 -2.54239
H 3.28766 4.64506 -5.68061
H 3.33535 2.30717 -4.88740
H 3.48459 5.82336 -1.24186
H -0.40224 -2.61137 -2.19087

* DFT total energy: -98520.755 eV
* net charge: 0

Here are the Löwdin charges for atoms 1 to 99, given in e: atom 1 (Ba): 1.932, atom 2 (S): 1.007, atom 3 (S): 0.607, atom 4 (Si): 0.683, atom 5 (O): -0.123, atom 6 (O): -0.119, atom 7 (O): -0.111, atom 8 (O): -0.013, atom 9 (O): 0.150, atom 10 (O): -0.105, atom 11 (O): -0.667, atom 12 (O): -0.586, atom 13 (N): -0.031, atom 14 (N): 0.012, atom 15 (N): 0.011, atom 16 (C): -0.078, atom 17 (C): -0.080, atom 18 (C): -0.055, atom 19 (C): -0.038, atom 20 (C): -0.076, atom 21 (C): -0.121, atom 22 (C): -0.426, atom 23 (C): -0.111, atom 24 (C): -0.053, atom 25 (C): -0.495, atom 26 (C): -0.518, atom 27 (C): -0.276, atom 28 (C): -0.227, atom 29 (C): -0.048, atom 30 (C): -0.370, atom 31 (C): -0.067, atom 32 (C): -0.072, atom 33 (C): -0.177, atom 34 (C): -0.094, atom 35 (C): -0.092, atom 36 (C): -0.069, atom 37 (C): -0.107, atom 38 (C): -0.088, atom 39 (C): -0.047, atom 40 (C): -0.056, atom 41 (C): -0.835, atom 42 (C): -0.059, atom 43 (C): -0.065, atom 44 (C): -0.269, atom 45 (C): -0.081, atom 46 (C): -0.179, atom 47 (C): -0.219, atom 48 (C): -0.067, atom 49 (C): -0.103, atom 50 (C): -0.368, atom 51 (C): -0.217, atom 52 (C): -0.088, atom 53 (C): -0.087, atom 54 (C): -0.188, atom 55 (C): -0.073, atom 56 (C): -0.095, atom 57 (C): -0.066, atom 58 (C): -0.103, atom 59 (C): -0.084, atom 60 (C): -0.119, atom 61 (H): 0.085, atom 62 (H): 0.108, atom 63 (H): 0.065, atom 64 (H): 0.098, atom 65 (H): 0.105, atom 66 (H): 0.135, atom 67 (H): 0.106, atom 68 (H): 0.097, atom 69 (H): 0.116, atom 70 (H): 0.146, atom 71 (H): 0.066, atom 72 (H): 0.096, atom 73 (H): 0.090, atom 74 (H): 0.103, atom 75 (H): 0.082, atom 76 (H): 0.090, atom 77 (H): 0.133, atom 78 (H): 0.114, atom 79 (H): 0.089, atom 80 (H): 0.105, atom 81 (H): 0.080, atom 82 (H): 0.101, atom 83 (H): 0.091, atom 84 (H): 0.098, atom 85 (H): 0.143, atom 86 (H): 0.054, atom 87 (H): 0.074, atom 88 (H): 0.066, atom 89 (H): 0.141, atom 90 (H): 0.092, atom 91 (H): 0.105, atom 92 (H): 0.081, atom 93 (H): 0.103, atom 94 (H): 0.104, atom 95 (H): 0.103, atom 96 (H): 0.107, atom 97 (H): 0.107, atom 98 (H): 0.106, atom 99 (H): 0.038



The following is a DFT calculation (ωB97M-V/def2-TZVPD) of a molecular structure, C15H31MgNO11 at a distorted geometry.

CARTESIAN COORDINATES (ANGSTROEM)
Mg -16.24802 39.26226 -9.16963
O -15.07120 33.43612 -10.76090
O -14.99497 32.40211 -8.70065
O -18.12152 35.76886 -8.87159
O -16.87256 38.99365 -10.98520
O -16.47875 37.39139 -8.51991
O -14.70019 45.21596 -10.96880
O -15.50302 43.47039 -12.08705
O -14.43272 39.94806 -8.83163
O -15.36053 43.28930 -9.83955
O -16.89891 35.67012 -7.13607
O -15.96906 31.39273 -10.58928
N -22.82412 39.87377 -14.83706
C -16.11077 38.04485 -13.15100
C -12.65201 38.95214 -10.26841
C -14.45083 34.64595 -10.29977
C -13.13800 40.02832 -9.37036
C -15.25928 32.37285 -9.90432
C -18.56892 36.36355 -10.09901
C -14.30266 45.83874 -9.79574
C -16.37559 42.36322 -12.27231
C -17.11770 36.37214 -8.20457
C -15.87635 35.93494 -6.21096
C -20.37786 39.82916 -13.92770
C -21.77596 39.85019 -14.47381
C -15.20303 43.95871 -10.88983
C -16.22893 30.11003 -9.92424
C -17.17641 38.83173 -12.35681
H -12.40484 39.99890 -8.56431
H -14.76929 35.56908 -10.78403
H -15.11645 45.83115 -9.07062
H -15.97444 41.42751 -11.88290
H -18.17436 38.39774 -12.41877
H -19.41215 35.85352 -10.56475
H -17.20804 39.75894 -12.92901
H -20.24940 38.87738 -13.41222
H -14.10534 46.89073 -10.00185
H -18.82397 37.40627 -9.90983
H -16.04854 36.89964 -5.73368
H -12.91449 40.94613 -9.91422
H -14.93084 35.88651 -6.75112
H -15.27137 29.61337 -9.76774
H -14.88675 34.70297 -9.30236
H -20.05872 40.76082 -13.46049
H -13.37573 34.53915 -10.15536
H -16.25878 38.01449 -14.23048
H -13.28074 38.89720 -11.15710
H -16.79830 29.39370 -10.51652
H -12.79728 37.95459 -9.85380
H -11.61406 39.13657 -10.54547
H -17.31803 42.58958 -11.77365
H -15.99086 35.26131 -5.36171
H -15.20142 38.60516 -12.93373
H -16.77264 42.05694 -13.24011
H -15.96316 37.03020 -12.78114
H -17.82077 36.27971 -10.88727
H -16.70480 30.20200 -8.94794
H -19.70144 39.72662 -14.77627
H -13.52238 45.30801 -9.25024

* DFT total energy: -45513.534 eV
* net charge: 0

Quick look at the Löwdin charges, all values in e: atom 1 (Mg): 0.921, atom 2 (O): -0.032, atom 3 (O): 0.093, atom 4 (O): 0.035, atom 5 (O): -0.387, atom 6 (O): 0.040, atom 7 (O): -0.001, atom 8 (O): 0.011, atom 9 (O): -0.365, atom 10 (O): 0.079, atom 11 (O): 0.035, atom 12 (O): -0.028, atom 13 (N): 0.124, atom 14 (C): -0.074, atom 15 (C): -0.120, atom 16 (C): -0.023, atom 17 (C): -0.452, atom 18 (C): -0.492, atom 19 (C): -0.017, atom 20 (C): -0.080, atom 21 (C): -0.045, atom 22 (C): -0.526, atom 23 (C): -0.007, atom 24 (C): -0.066, atom 25 (C): -0.284, atom 26 (C): -0.526, atom 27 (C): -0.030, atom 28 (C): -0.409, atom 29 (H): 0.093, atom 30 (H): 0.092, atom 31 (H): 0.092, atom 32 (H): 0.079, atom 33 (H): 0.072, atom 34 (H): 0.102, atom 35 (H): 0.068, atom 36 (H): 0.064, atom 37 (H): 0.099, atom 38 (H): 0.094, atom 39 (H): 0.103, atom 40 (H): 0.096, atom 41 (H): 0.112, atom 42 (H): 0.090, atom 43 (H): 0.069, atom 44 (H): 0.080, atom 45 (H): 0.104, atom 46 (H): 0.068, atom 47 (H): 0.056, atom 48 (H): 0.089, atom 49 (H): 0.062, atom 50 (H): 0.077, atom 51 (H): 0.100, atom 52 (H): 0.106, atom 53 (H): 0.063, atom 54 (H): 0.085, atom 55 (H): 0.052, atom 56 (H): 0.093, atom 57 (H): 0.090, atom 58 (H): 0.074, atom 59 (H): 0.101



Question: DFT total energy of number 2 (C15H31MgNO11)?
Answer: -45513.534 eV



Question: Which of these has the highest DFT total energy?
Answer: C15H31MgNO11